Computed, not measured: a cluster of 2 separate species, C5H12O5 in total in a non-equilibrium geometry, with ωB97M-V/def2-TZVPD.

Calculated values
Maximum force   4.76 eV/A
Frontier orbital gap (spin up / spin down)   9.59 / 6.82 eV
ΔE to the lowest compared entry with this formula, charge and spin   866.3 kJ/mol
Charge   0
Lowest unoccupied orbital energy (spin up / spin down)   0.004 / -0.108 Eh
Electronic energy   -573.589075 Ha
HOMO (spin up / spin down)   -9.5 / -9.8 eV
Spin multiplicity   1

Cartesian coordinates (Å):
1 H -3.041 2.217 1.492
2 H -2.172 4.601 5.190
3 C -1.626 3.682 4.969
4 O -5.413 2.775 0.611
5 O -4.945 3.178 1.926
6 O -3.317 3.056 3.418
7 C -1.101 1.919 3.334
8 O -7.835 1.948 0.361
9 H -1.602 3.934 1.547
10 H -1.171 1.542 2.312
11 H -4.274 1.411 2.646
12 H -6.843 2.387 0.594
13 H -1.887 2.930 5.718
14 O -8.242 2.449 -0.762
15 H -0.553 3.881 5.052
16 H -0.381 4.520 2.724
17 C -1.895 3.195 3.552
18 C -1.439 4.274 2.571
19 H -1.372 1.137 4.046
20 C -3.821 2.384 2.294
21 H -2.064 5.153 2.750
22 H -0.055 2.178 3.517